Entry one
{
  "formula": "C30H30AsN4O6Tl",
  "method": "the ωB97M-V functional and the def2-TZVPD basis",
  "gap_ev": 5.28,
  "charge": -2,
  "species": ["Tl", "C", "C", "C", "C", "C", "H", "H", "H", "H", "H", "O", "C", "C", "C", "C", "C", "C", "C", "N", "C", "C", "N", "H", "H", "H", "H", "H", "H", "H", "C", "As", "C", "C", "O", "H", "H", "H", "H", "H", "H", "H", "H", "H", "O", "C", "O", "C", "C", "C", "C", "C", "C", "N", "O", "O", "H", "H", "H", "H", "N", "C", "C", "C", "C", "C", "C", "H", "H", "H", "H", "H"],
  "positions_angstrom": [[0.1507, -0.2767, 0.0716], [-1.5262, -0.1965, 1.6233], [-1.3315, 1.2190, 1.9342], [-0.7696, 1.3145, 3.1800], [-0.6385, -0.0096, 3.7200], [-1.1075, -0.9136, 2.8033], [-2.2698, -0.5473, 0.9174], [-1.5858, 2.0149, 1.2481], [-0.4208, 2.2255, 3.6468], [-0.1753, -0.2565, 4.6662], [-1.1148, -1.9886, 2.9060], [-1.4282, -1.8212, -0.8375], [-1.5500, -2.4208, -1.9592], [-2.8471, -2.5979, -2.5290], [-3.0525, -3.2600, -3.7149], [-1.9756, -3.7946, -4.4293], [-0.7043, -3.6324, -3.9102], [-0.4553, -2.9622, -2.7104], [0.9217, -2.8075, -2.2377], [1.3325, -2.3255, -1.0800], [2.7064, -2.3457, -1.0995], [3.1411, -2.8401, -2.2858], [2.0007, -3.1499, -2.9994], [-3.6728, -2.1696, -1.9735], [-4.0622, -3.3651, -4.1006], [-2.1275, -4.3214, -5.3633], [0.1264, -4.0618, -4.4624], [3.2769, -2.0118, -0.2499], [4.1271, -2.9939, -2.6872], [1.9678, -3.3853, -3.9726], [-0.6518, 3.2258, -3.5679], [-1.2579, 3.0129, -1.7497], [0.1339, 3.7014, -0.6249], [-2.6967, 4.3149, -1.6257], [-1.8266, 1.5319, -1.3219], [-0.5854, 4.2942, -3.7821], [-1.3711, 2.7519, -4.2343], [0.3203, 2.7521, -3.6970], [0.5184, 4.6387, -1.0304], [0.9127, 2.9301, -0.5840], [-0.2638, 3.8637, 0.3756], [-2.3483, 5.3080, -1.9126], [-3.0529, 4.3305, -0.5966], [-3.5097, 4.0018, -2.2797], [3.8379, -1.8345, 2.1738], [3.0091, -0.9197, 2.0320], [1.7983, -1.0167, 1.7195], [3.5444, 0.5054, 2.2532], [4.9026, 0.6856, 2.4766], [5.4465, 1.9527, 2.6557], [4.6263, 3.0651, 2.6246], [3.2676, 2.8663, 2.4239], [2.7073, 1.6158, 2.2279], [2.3995, 4.0520, 2.4326], [2.9321, 5.1545, 2.4148], [1.1991, 3.8895, 2.4817], [5.5161, -0.2060, 2.4936], [6.5108, 2.0736, 2.8195], [5.0073, 4.0664, 2.7573], [1.6452, 1.5009, 2.0676], [1.5708, 0.9513, -0.8306], [1.6567, 0.9106, -2.1571], [0.8184, 0.1934, -3.0776], [1.0210, 0.2120, -4.4420], [2.0328, 0.9747, -5.0293], [2.8426, 1.7265, -4.1703], [2.6738, 1.7028, -2.8020], [-0.0288, -0.3551, -2.6831], [0.3465, -0.3679, -5.0677], [2.1809, 0.9894, -6.1025], [3.6371, 2.3421, -4.5860], [3.3303, 2.2787, -2.1577]],
  "mulliken_charge": [1.479, -0.438, -0.905, -0.508, -0.484, -0.942, 0.946, 0.549, 0.517, 0.379, 0.405, -0.650, 0.100, -0.659, -0.353, -0.842, -0.642, 0.513, 0.417, -0.097, -0.208, -0.859, 0.003, 0.403, 0.348, 0.366, 0.255, 0.218, 0.413, 0.253, -0.914, 0.818, -0.694, -1.312, -0.543, 0.421, 0.321, 0.148, 0.569, -0.097, 0.384, 0.385, 0.340, 0.382, -0.830, -0.264, -0.409, 0.342, -0.716, -0.495, -0.665, -0.301, 1.195, 1.066, -0.695, -0.552, 0.480, 0.357, 0.469, 0.018, -0.712, 0.221, 0.449, -0.580, -0.868, -0.418, -0.818, 0.257, 0.346, 0.325, 0.278, 0.334]
}

Entry two
{
  "formula": "C30H30AsN4O6Tl",
  "method": "the ωB97M-V functional and the def2-TZVPD basis",
  "gap_ev": 5.51,
  "charge": -2,
  "species": ["Tl", "C", "C", "C", "C", "C", "H", "H", "H", "H", "H", "O", "C", "C", "C", "C", "C", "C", "C", "N", "C", "C", "N", "H", "H", "H", "H", "H", "H", "H", "C", "As", "C", "C", "O", "H", "H", "H", "H", "H", "H", "H", "H", "H", "O", "C", "O", "C", "C", "C", "C", "C", "C", "N", "O", "O", "H", "H", "H", "H", "N", "C", "C", "C", "C", "C", "C", "H", "H", "H", "H", "H"],
  "positions_angstrom": [[0.9669, -0.7691, 1.4158], [3.4397, -2.4588, 3.7579], [3.3937, -3.4025, 2.6580], [3.1807, -2.7227, 1.5044], [3.0407, -1.2927, 1.8205], [3.2544, -1.2068, 3.2717], [3.5555, -2.7227, 4.8010], [3.4682, -4.4777, 2.7540], [3.0635, -3.1271, 0.5103], [3.5125, -0.5482, 1.1822], [3.1990, -0.2818, 3.8253], [1.2140, 1.2146, 2.7738], [0.9861, 2.4636, 2.6756], [0.3733, 3.1684, 3.7587], [0.1057, 4.5157, 3.7156], [0.4304, 5.2770, 2.5872], [1.0270, 4.6291, 1.5195], [1.3079, 3.2615, 1.5277], [1.9346, 2.6772, 0.3347], [2.8598, 1.7377, 0.2621], [3.1477, 1.5977, -1.0742], [2.3999, 2.4566, -1.8205], [1.6418, 3.1559, -0.9112], [0.1135, 2.5730, 4.6262], [-0.3652, 4.9925, 4.5704], [0.2328, 6.3411, 2.5501], [1.3156, 5.2073, 0.6461], [3.8631, 0.8657, -1.4125], [2.3124, 2.6088, -2.8823], [0.8144, 3.6866, -1.1215], [-2.8422, -2.4696, 0.7568], [-2.0007, -1.4642, 2.2032], [-2.8974, 0.1511, 2.8558], [-2.9472, -2.5854, 3.6081], [-0.4599, -1.9009, 2.7846], [-3.9142, -2.2646, 0.7486], [-2.6815, -3.5216, 0.9907], [-2.3883, -2.2343, -0.2010], [-3.9732, -0.0256, 2.9180], [-2.6733, 1.0134, 2.2350], [-2.5069, 0.3094, 3.8621], [-4.0336, -2.5724, 3.4644], [-2.7102, -2.2013, 4.6022], [-2.5854, -3.6125, 3.5413], [-0.0040, -3.0544, -1.1658], [0.7072, -2.1459, -1.6076], [1.5781, -1.4585, -1.0058], [0.5326, -1.7913, -3.0928], [1.2314, -0.7280, -3.6493], [1.0690, -0.3868, -4.9863], [0.2051, -1.1097, -5.7902], [-0.4812, -2.1721, -5.2187], [-0.3384, -2.5234, -3.8870], [-1.3895, -2.9474, -6.0717], [-1.9722, -3.8982, -5.5865], [-1.5197, -2.6048, -7.2392], [1.8894, -0.1708, -2.9945], [1.6115, 0.4529, -5.4043], [0.0521, -0.8699, -6.8313], [-0.8890, -3.3405, -3.4444], [-0.9821, -0.3177, 0.8477], [-1.4480, 0.3486, -0.2195], [-0.5981, 0.9417, -1.1950], [-1.0915, 1.6308, -2.2805], [-2.4639, 1.7891, -2.4875], [-3.3184, 1.2183, -1.5542], [-2.8419, 0.5205, -0.4565], [0.4714, 0.8080, -1.0793], [-0.3867, 2.0383, -3.0008], [-2.8471, 2.3216, -3.3493], [-4.3933, 1.3125, -1.6806], [-3.5581, 0.0957, 0.2346]],
  "mulliken_charge": [1.748, -0.430, -0.525, -0.894, 0.017, -0.779, 0.390, 0.406, 0.428, 0.582, 0.393, -0.618, 0.029, -0.728, -0.398, -0.736, -0.550, 0.198, 0.273, -0.315, -0.329, -0.778, 0.084, 0.400, 0.349, 0.351, 0.395, 0.478, 0.539, 0.413, -1.106, 1.564, -1.197, -1.491, -1.050, 0.345, 0.445, 0.258, 0.310, 0.412, 0.404, 0.362, 0.356, 0.342, -0.798, 0.334, -0.522, 0.212, -0.306, -0.530, -0.421, -0.030, -0.463, 1.040, -0.624, -0.668, 0.308, 0.412, 0.472, 0.582, -1.211, 0.522, 0.795, 0.050, -1.166, -0.841, -0.268, -0.505, 0.325, 0.338, 0.361, 0.256]
}

Stability, highest: entry two

Entry one
{
  "formula": "C3H6N2OS",
  "method": "the ωB97M-V functional and the def2-TZVPD basis",
  "smiles": "[H]/N=C1/NOCCS1",
  "gap_ev": 9.29,
  "charge": 0,
  "species": ["H", "N", "C", "N", "O", "C", "C", "S", "H", "H", "H", "H", "H"],
  "positions_angstrom": [[-0.7688, -0.7291, -3.1537], [-0.0870, -1.1049, -2.4663], [-0.1301, -0.4536, -1.4014], [0.7416, -0.9651, -0.5540], [1.4117, -0.0984, 0.4559], [0.4954, 0.6515, 1.4282], [-0.9789, 0.5779, 0.9474], [-1.0623, 0.8600, -0.8042], [1.5681, -1.4557, -1.1008], [0.8206, 1.6352, 1.4829], [0.6969, 0.0926, 2.4785], [-1.3216, 1.4582, 1.4525], [-1.3856, -0.4684, 1.2351]],
  "mulliken_charge": [0.241, -0.712, 0.509, -0.252, -0.306, -0.381, -0.452, -0.142, 0.334, 0.308, 0.211, 0.319, 0.324]
}

Entry two
{
  "formula": "C3H6N2OS",
  "method": "the ωB97M-V functional and the def2-TZVPD basis",
  "smiles": "C=NNCC(=O)S",
  "gap_ev": 10.15,
  "charge": 0,
  "species": ["C", "N", "N", "C", "C", "O", "S", "H", "H", "H", "H", "H", "H"],
  "positions_angstrom": [[0.2142, 1.0450, 1.6025], [-0.8006, 1.3092, 0.8536], [-1.0714, 0.5166, -0.2534], [-0.5468, -0.8346, -0.2636], [0.9411, -0.9810, -0.6996], [1.5760, -2.0040, -0.4848], [1.6335, 0.2236, -1.8553], [0.2793, 1.7962, 2.3563], [0.8950, 0.2274, 1.5611], [-2.0200, 0.5984, -0.4886], [-0.6469, -1.4908, 0.6394], [-1.0259, -1.4330, -1.0837], [0.5724, 1.0269, -1.8839]],
  "mulliken_charge": [-0.336, -0.576, 0.020, -0.620, 0.510, -0.528, -0.195, 0.272, 0.346, 0.270, 0.323, 0.358, 0.157]
}

Stability, highest: entry two

Entry one
{
  "formula": "C3H6N2OS",
  "method": "the ωB97M-V functional and the def2-TZVPD basis",
  "smiles": "CN(O)/C=N\\C=S",
  "gap_ev": 8.70,
  "charge": 0,
  "species": ["C", "N", "O", "C", "N", "C", "S", "H", "H", "H", "H", "H", "H"],
  "positions_angstrom": [[2.0030, -0.7004, -0.2445], [0.6444, -0.0373, 0.0247], [-0.0708, -0.4207, 1.2637], [-0.0138, 1.0042, -0.2696], [-1.1978, 1.4371, 0.0465], [-2.2634, 0.5532, 0.3167], [-2.6024, -0.9345, -0.2658], [1.8652, -1.7831, -0.5953], [2.8716, -0.5794, 0.4591], [2.3954, -0.2925, -1.1796], [-0.8813, -1.0830, 0.9306], [0.4194, 1.6324, -1.1216], [-3.1694, 1.2039, 0.6352]],
  "mulliken_charge": [-0.829, 0.225, -0.460, 0.239, -0.530, -0.058, -0.359, 0.296, 0.292, 0.338, 0.275, 0.273, 0.298]
}

Entry two
{
  "formula": "C3H6N2OS",
  "method": "the ωB97M-V functional and the def2-TZVPD basis",
  "smiles": "CS/N=C\\NC=O",
  "gap_ev": 9.46,
  "charge": 0,
  "species": ["C", "S", "N", "C", "N", "C", "O", "H", "H", "H", "H", "H", "H"],
  "positions_angstrom": [[2.4588, -0.8032, 0.2801], [0.9215, -0.3228, -0.7267], [0.2779, 0.1097, 0.7901], [-0.9272, 0.1839, 0.9748], [-1.9968, -0.0313, 0.0473], [-1.6606, 0.4652, -1.2914], [-2.5370, 1.2262, -1.9150], [2.3076, -1.6316, 0.8886], [3.3550, -0.8339, -0.3255], [2.7514, 0.1760, 0.8178], [-1.2809, 0.6254, 1.9391], [-2.9484, 0.5061, 0.2947], [-0.7212, 0.3303, -1.7739]],
  "mulliken_charge": [-0.825, -0.034, -0.310, 0.078, -0.322, 0.018, -0.559, 0.291, 0.365, 0.276, 0.281, 0.360, 0.381]
}

Stability, highest: entry two

Entry one
{
  "formula": "C3H6N2OS",
  "method": "the ωB97M-V functional and the def2-TZVPD basis",
  "gap_ev": [6.56, 6.54],
  "charge": 0,
  "species": ["C", "C", "C", "N", "N", "O", "S", "H", "H", "H", "H", "H", "H"],
  "positions_angstrom": [[-0.6763, 1.6788, 0.0057], [-0.1730, -0.5300, 0.6445], [-1.0699, -0.5613, -0.5987], [-0.0042, 0.9121, 0.8505], [-1.3199, 0.8673, -0.8209], [3.5181, -1.0821, 0.0369], [3.4987, 0.3773, -0.2371], [-0.6528, -0.9867, 1.5162], [0.7935, -1.0105, 0.4828], [-0.5659, -1.0003, -1.4655], [-2.0097, -1.0947, -0.4352], [0.5554, 1.2613, 1.6065], [-1.8939, 1.1688, -1.5858]],
  "mulliken_charge": [-0.459, -0.259, -0.353, 0.011, -0.049, -0.307, 0.289, 0.227, 0.130, 0.236, 0.247, 0.136, 0.149]
}

Entry two
{
  "formula": "C3H6N2OS",
  "method": "the ωB97M-V functional and the def2-TZVPD basis",
  "smiles": "C/N=C\\N(O)C=S",
  "gap_ev": 8.81,
  "charge": 0,
  "species": ["C", "N", "C", "N", "O", "C", "S", "H", "H", "H", "H", "H", "H"],
  "positions_angstrom": [[1.4404, 1.5554, 0.5702], [0.3757, 1.8721, -0.3784], [-0.6933, 1.1902, -0.5234], [-0.9787, -0.0976, -0.0274], [-2.3759, -0.2265, 0.3795], [-0.2882, -1.2237, 0.1866], [1.2835, -1.4454, -0.2014], [1.7262, 2.4901, 1.0769], [2.3086, 1.1939, 0.0148], [1.1003, 0.7716, 1.3060], [-1.5282, 1.6465, -1.1112], [-2.7708, -0.7224, -0.3482], [-0.8974, -1.9940, 0.6885]],
  "mulliken_charge": [-0.766, -0.398, 0.067, 0.126, -0.443, -0.138, -0.293, 0.280, 0.276, 0.302, 0.309, 0.347, 0.331]
}

Entry three
{
  "formula": "C3H6N2OS",
  "method": "the ωB97M-V functional and the def2-TZVPD basis",
  "gap_ev": 9.57,
  "charge": 0,
  "species": ["C", "C", "C", "H", "H", "H", "H", "H", "H", "N", "N", "O", "S"],
  "positions_angstrom": [[0.4296, -1.5539, 0.3240], [-0.3688, -0.5100, -0.4957], [0.7423, 1.0571, 0.7787], [0.4628, -2.6718, -0.3238], [1.5677, -1.3615, 0.8278], [-0.4270, -1.6938, 1.3698], [-1.7222, -0.1788, -1.5377], [-0.4611, 2.8906, -0.4256], [1.2068, 0.1309, 1.1576], [-1.3775, -1.0227, -1.2458], [-0.2648, 0.7652, -0.2080], [1.0821, 2.1994, 1.0177], [-0.8698, 1.9493, -1.2389]],
  "mulliken_charge": [-0.978, 0.581, 0.173, 0.282, 0.373, 0.276, 0.228, 0.168, 0.186, -0.630, 0.007, -0.524, -0.142]
}

Stability, highest: entry two